# 1
Computed, not measured: C47H52Cl2CsN8OPSe2 as an isolated structure, with ωB97M-V/def2-TZVPD.

The geometry in ORCA input format:
```
! RIJCOSX wB97M-V def2-TZVPD def2/J DEFGRID3
* xyz -2 1
Cs -1.56302 2.10716 1.50839
Se -4.88090 -1.60060 -0.60362
P -4.64870 -1.62726 1.52033
Se -2.97695 -0.69780 2.50475
C -4.78059 -3.38825 2.04791
C -3.76950 -4.00817 2.77168
C -3.84542 -5.36769 3.06580
C -4.93603 -6.11156 2.64237
C -5.95527 -5.49325 1.92599
C -5.87493 -4.14193 1.62418
C -6.13134 -0.86543 2.28147
C -6.67103 -1.36390 3.46572
C -7.73769 -0.71316 4.07518
C -8.25909 0.44434 3.51295
C -7.71449 0.94840 2.33739
C -6.65699 0.29413 1.72130
H -2.92605 -3.41244 3.09982
H -3.04911 -5.84532 3.62524
H -4.99566 -7.17133 2.86719
H -6.80669 -6.07366 1.58743
H -6.65596 -3.66223 1.04512
H -6.24974 -2.25750 3.91092
H -8.15218 -1.10517 4.99887
H -9.08527 0.95558 3.99522
H -8.11616 1.85594 1.90237
H -6.23382 0.67531 0.79962
C -0.74685 -3.52490 -2.02166
N 0.25162 -2.97893 -1.12262
C -0.27127 -2.51024 0.15605
C 1.55052 -2.74203 -1.46759
N 2.23534 -1.86791 -0.83267
C 3.58179 -1.87876 -0.58094
C 4.16292 -3.04933 -0.10686
C 5.49399 -3.09350 0.32795
C 6.26382 -1.96782 0.31383
C 5.72581 -0.73648 -0.13772
C 6.53101 0.42526 -0.08901
C 6.03224 1.62649 -0.50035
C 4.73467 1.71811 -1.01559
C 3.89664 0.61353 -1.09891
N 2.64249 0.78918 -1.63469
C 2.38752 1.35088 -2.75210
N 1.17491 1.93796 -3.02204
C 0.20673 2.19317 -1.96057
C 0.55008 1.79290 -4.32834
N 3.26777 1.38830 -3.85654
C 3.48755 2.67595 -4.49943
C 4.44962 0.55082 -3.85360
C 4.37853 -0.66657 -0.61679
N 2.00850 -3.51437 -2.56232
C 3.14304 -3.02295 -3.31843
C 2.00917 -4.95853 -2.38581
H -1.07771 -4.51746 -1.69727
H -0.35488 -3.58782 -3.03185
H -1.62785 -2.87659 -2.01546
H -0.78723 -3.31988 0.66807
H -0.99757 -1.70608 0.00792
H 0.54307 -2.14772 0.77232
H 3.53940 -3.93323 -0.02695
H 5.90190 -4.02773 0.69988
H 7.28835 -1.98918 0.67149
H 7.53759 0.34724 0.30733
H 6.64646 2.51821 -0.44348
H 4.34410 2.67605 -1.34199
H 0.70909 2.56354 -1.06814
H -0.34916 1.29017 -1.68749
H -0.50230 2.94408 -2.31394
H 1.24191 1.33933 -5.03229
H 0.22389 2.76285 -4.71145
H -0.33910 1.15855 -4.24890
H 2.65049 3.34169 -4.31056
H 3.60062 2.54976 -5.58081
H 4.40147 3.15132 -4.11786
H 4.27299 -0.34812 -3.27256
H 5.32316 1.05659 -3.42909
H 4.68389 0.26156 -4.88306
H 3.09092 -1.93925 -3.38545
H 3.09139 -3.43529 -4.33096
H 4.10895 -3.29690 -2.88094
H 1.22341 -5.25505 -1.69337
H 2.97140 -5.31275 -1.99049
H 1.83434 -5.45615 -3.34539
Cl 0.15063 6.05322 4.33470
C 1.13294 4.62044 4.51086
C 2.10377 4.59599 5.50933
C 2.89718 3.49041 5.67832
Cl 4.11278 3.50859 6.95119
C 2.74186 2.35263 4.85841
C 3.51207 1.17267 4.97362
C 3.26392 0.11431 4.14650
C 2.23490 0.22054 3.19193
N 1.50745 1.30300 3.04573
C 1.73971 2.37307 3.84611
C 0.88802 3.54565 3.61967
O 0.01380 3.56395 2.71126
H 2.23133 5.45504 6.15425
H 4.29151 1.12571 5.72403
H 3.84576 -0.79737 4.20827
H 2.00721 -0.61475 2.53202
C -2.30152 5.63032 -0.04905
C -2.60240 4.84481 -1.29620
C -2.78510 5.33822 -2.58644
C -3.04611 4.20102 -3.40108
C -3.01039 3.10305 -2.54370
C -3.25030 1.66275 -2.89685
N -2.73040 3.48934 -1.26675
H -2.43082 6.69942 -0.23208
H -1.27388 5.47071 0.29724
H -2.97020 5.34068 0.76896
H -2.74476 6.37532 -2.89833
H -3.25663 4.18661 -4.46619
H -3.64090 1.58321 -3.91638
H -3.96894 1.19461 -2.21635
H -2.33103 1.06071 -2.84710
*
```

Results
HOMO level = -1.46 eV

Atomic partial charges in e from the Mulliken method, atoms 1 to 4: number 1, Cs, carries 1.1644; number 2, Se, carries -0.4700; number 3, P, carries 0.8970; number 4, Se, carries -0.6900


# 2
Computed, not measured: a 4-piece molecular cluster, C5H16O3 overall, with ωB97M-V/def2-TZVPD.

The geometry in ORCA input format:
```
! RIJCOSX wB97M-V def2-TZVPD def2/J DEFGRID3
* xyz 0 1
C 1.81767 -0.19277 1.16364
C 0.53386 0.41494 1.69814
C -0.75328 -0.20639 1.22747
C -1.70132 0.42174 0.55491
C -3.01548 -0.21430 0.16852
H 2.59614 -0.10922 1.92276
H 2.12348 0.08027 0.16564
H 1.69722 -1.28694 1.15921
H 0.61112 1.50637 1.60679
H 0.51099 0.37229 2.79605
H -0.95546 -1.17187 1.69079
H -1.69334 1.47345 0.29461
H -3.66669 0.51220 -0.30728
H -3.52220 -0.59015 1.05979
H -2.92012 -1.14473 -0.40172
H 0.58900 -0.12672 -2.53215
H -0.05949 -0.18589 -1.24387
O 0.31389 0.48991 -1.83057
H -0.00923 -2.33620 -2.34921
H 1.26064 -2.68309 -1.63510
O 0.93107 -2.19642 -2.42024
H 1.88698 3.18912 -0.86886
H 1.46275 1.70906 -1.24811
O 1.96180 2.27534 -0.67120
*
```

Results
HOMO level = -9.31 eV
SMILES = C/C=C/CC.O.O.O

Atomic partial charges in e from the natural (NBO) method, atoms 1 to 4: number 1, C, carries -0.5997; number 2, C, carries -0.4474; number 3, C, carries -0.2061; number 4, C, carries -0.1850


What are the frontier orbital gap values for these records? In order: 5.0719, 9.6838 eV.
What are the F_max values for these records? In order: 0.0388, 0.0404 Eh/bohr.
What are the energy above the lowest of the compared OMol25 structures with the same formula, charge and spin values for these records? In order: 36.25, 79.39 kJ/mol.